No. 1
# C13H30MnN5O7P2

A structure of composition C13H30MnN5O7P2 (ωB97M-V/def2-TZVPD, the Open Molecules 2025 dataset).

Last column: Mulliken charge in e.
Positions of all 58 atoms, in Å:
Mn (-0.237, 0.497, -0.076)  0.343
N (0.207, 2.236, 3.899)  -0.161
C (-0.911, 2.155, 2.874)  0.725
C (-2.104, 2.980, 3.362)  -1.731
P (-1.318, 0.310, 2.811)  1.003
O (-2.862, 0.212, 2.580)  -0.515
O (-0.744, -0.245, 4.036)  -0.797
O (-0.710, -0.270, 1.463)  0.028
P (-0.357, 2.633, 1.223)  0.608
O (-0.151, 4.158, 1.261)  -0.483
O (-1.372, 2.036, 0.223)  -0.220
O (0.883, 1.780, 0.867)  -0.419
H (0.103, 1.393, 4.511)  0.413
H (0.136, 3.090, 4.461)  0.411
H (1.148, 2.192, 3.496)  0.313
H (-2.470, 2.596, 4.316)  0.473
H (-2.920, 2.923, 2.644)  0.402
H (-1.823, 4.027, 3.484)  0.519
H (-3.388, -0.079, 3.346)  0.400
H (-0.046, 4.708, 0.464)  0.424
N (1.209, -0.596, -0.541)  -0.343
C (2.316, -0.947, -0.735)  0.762
N (3.492, -1.376, -0.899)  -0.044
C (4.512, -1.337, 0.209)  -0.751
C (5.541, -0.269, -0.113)  -0.452
C (6.161, -0.499, -1.490)  -0.676
C (5.092, -0.563, -2.577)  -0.493
C (4.066, -1.638, -2.270)  -0.729
H (4.951, -2.336, 0.210)  0.309
H (3.983, -1.189, 1.148)  0.461
H (6.305, -0.292, 0.665)  0.356
H (5.067, 0.716, -0.073)  0.259
H (6.729, -1.433, -1.480)  0.331
H (6.871, 0.296, -1.713)  0.333
H (5.535, -0.789, -3.548)  0.358
H (4.589, 0.403, -2.673)  0.276
H (4.521, -2.626, -2.193)  0.314
H (3.240, -1.687, -2.977)  0.467
C (-3.675, -2.922, -1.894)  -1.211
N (-2.604, -2.127, -1.263)  0.137
C (-1.447, -2.868, -0.745)  -0.946
C (-2.573, -0.812, -1.353)  0.700
O (-1.374, -0.219, -1.232)  -0.605
N (-3.608, -0.039, -1.628)  0.149
C (-3.435, 1.316, -2.168)  -1.101
C (-4.995, -0.409, -1.303)  -1.198
H (-3.224, -3.840, -2.262)  0.490
H (-4.082, -2.377, -2.742)  0.387
H (-4.462, -3.172, -1.186)  0.362
H (-1.756, -3.898, -0.596)  0.495
H (-1.126, -2.468, 0.214)  0.218
H (-0.628, -2.840, -1.463)  0.312
H (-2.527, 1.380, -2.759)  0.342
H (-3.421, 2.050, -1.364)  0.293
H (-4.283, 1.513, -2.820)  0.497
H (-5.537, -0.744, -2.186)  0.362
H (-5.477, 0.484, -0.909)  0.418
H (-5.009, -1.177, -0.535)  0.425

Summary:
2S+1   4
Charge   +3
ΔE to the lowest compared entry with this formula, charge and spin   0.0 kJ/mol
HOMO-LUMO gap (alpha / beta)   5.23 / 6.58 eV
E_HOMO (alpha / beta)   -17.8 / -17.8 eV

---

No. 2
# C13H30NO14S3

A structure of composition C13H30NO14S3 at a distorted geometry (ωB97M-V/def2-TZVPD, the Open Molecules 2025 dataset).

Last column: Mulliken charge in e.
Positions of all 61 atoms, in Å:
N (-1.281, -0.049, -1.083)  1.190
O (-2.076, 0.169, -0.197)  -0.649
O (-0.439, -0.924, -0.998)  -0.649
O (-1.489, 0.640, -2.133)  -0.797
O (3.381, 1.736, -4.396)  -0.705
C (2.367, 1.035, -4.280)  0.419
O (1.782, 0.747, -3.100)  -0.308
C (0.504, 0.154, -3.188)  0.211
C (0.263, -0.033, -4.698)  -0.629
C (1.415, 0.573, -5.448)  -0.516
H (-0.353, 0.651, -2.734)  0.151
H (0.536, -0.864, -2.801)  -0.292
H (-0.634, 0.521, -4.974)  0.266
H (0.228, -1.069, -5.036)  0.236
H (1.120, 1.422, -6.064)  0.246
H (1.877, -0.137, -6.134)  0.297
O (1.336, -4.971, 0.565)  -0.592
S (-0.008, -5.001, 0.025)  1.124
O (-0.748, -6.241, -0.058)  -0.605
O (-0.986, -3.742, 0.661)  -0.477
C (-0.387, -2.474, 0.925)  0.465
C (-0.013, -2.409, 2.432)  -0.626
C (0.136, -4.305, -1.676)  -0.835
H (-1.151, -1.720, 0.735)  0.177
H (0.435, -2.168, 0.277)  0.475
H (0.913, -2.918, 2.699)  0.401
H (-0.704, -2.900, 3.117)  0.393
H (0.001, -1.381, 2.795)  -0.252
H (-0.819, -3.851, -1.939)  0.250
H (0.333, -5.122, -2.371)  0.485
H (0.908, -3.536, -1.705)  0.225
O (-0.063, 2.832, 2.034)  -0.709
S (0.092, 1.963, 0.867)  1.338
O (-0.788, 2.098, -0.302)  -0.561
O (1.697, 2.106, 0.342)  -0.565
C (2.069, 1.607, -0.954)  1.627
C (2.733, 2.677, -1.769)  -1.684
C (0.222, 0.216, 1.452)  -0.978
H (1.242, 1.234, -1.558)  -0.489
H (2.853, 0.882, -0.732)  0.202
H (1.879, 3.245, -2.138)  0.342
H (3.215, 2.222, -2.635)  0.489
H (3.423, 3.307, -1.208)  0.390
H (0.143, -0.478, 0.615)  -0.657
H (-0.587, -0.016, 2.146)  0.660
H (1.234, 0.090, 1.837)  0.935
O (-2.283, 1.594, 0.692)  -0.311
S (-2.466, 1.634, 2.153)  1.153
O (-3.545, 0.938, 2.899)  -0.812
O (-1.028, 1.235, 2.866)  -0.511
C (-0.903, 1.297, 4.285)  -0.530
C (-0.944, -0.075, 5.022)  -1.165
C (-2.564, 3.469, 2.523)  -1.043
H (-1.564, 2.041, 4.729)  0.281
H (0.079, 1.751, 4.414)  0.380
H (-1.868, -0.597, 4.771)  0.262
H (-0.857, 0.108, 6.093)  0.465
H (-0.103, -0.670, 4.666)  0.291
H (-3.463, 3.791, 1.997)  0.431
H (-1.717, 3.992, 2.080)  0.351
H (-2.587, 3.675, 3.594)  0.340

Summary:
Charge   -1
ΔE to the lowest compared entry with this formula, charge and spin   1397.0 kJ/mol
HOMO-LUMO gap   7.53 eV
E_HOMO   -5.1 eV

---

No. 3
# C13H31AgClN3O5

A structure of composition C13H31AgClN3O5 at a distorted geometry (ωB97M-V/def2-TZVPD, the Open Molecules 2025 dataset).

Last column: Mulliken charge in e.
Positions of all 54 atoms, in Å:
Ag (0.171, -0.648, 0.421)  0.984
Cl (1.586, -1.280, -1.808)  -0.772
C (-2.100, 0.640, 2.063)  -0.624
O (-2.365, -0.075, 0.868)  -0.281
C (-2.954, -1.334, 1.125)  -0.659
C (-2.032, -2.489, 1.452)  -0.618
O (-1.260, -2.703, 0.269)  0.022
C (-0.684, -4.001, 0.228)  -0.911
H (-3.022, 1.041, 2.497)  0.375
H (-1.376, 1.428, 1.867)  -0.001
H (-1.619, 0.017, 2.828)  0.289
H (-3.524, -1.601, 0.231)  0.351
H (-3.729, -1.253, 1.905)  0.456
H (-2.613, -3.387, 1.676)  0.560
H (-1.395, -2.185, 2.297)  0.208
H (-0.308, -4.163, -0.783)  0.239
H (-1.457, -4.755, 0.399)  0.353
H (0.164, -4.145, 0.901)  0.287
C (1.929, 1.328, 4.203)  -1.313
C (2.033, 0.517, 2.910)  0.581
O (1.189, -0.319, 2.607)  -0.674
N (3.090, 0.843, 2.139)  -0.014
C (3.395, 0.274, 0.834)  -0.839
H (2.193, 2.372, 4.040)  0.400
H (2.519, 0.897, 5.010)  0.386
H (0.880, 1.324, 4.499)  0.280
H (3.707, 1.501, 2.580)  0.238
H (4.480, 0.351, 0.760)  0.394
H (2.922, 0.767, -0.016)  0.096
H (3.049, -0.757, 0.784)  0.288
C (-1.901, -0.540, -2.450)  0.021
C (-1.911, -1.219, -3.811)  0.564
O (-2.918, -1.248, -4.521)  -0.704
N (-0.714, -1.680, -4.202)  0.092
C (-0.492, -2.343, -5.465)  -1.006
H (-1.208, -1.102, -1.812)  -0.333
H (-2.828, -0.450, -1.896)  0.291
H (-1.408, 0.427, -2.565)  -0.043
H (0.039, -1.726, -3.521)  0.029
H (0.449, -2.036, -5.919)  0.329
H (-1.224, -2.056, -6.219)  0.349
H (-0.585, -3.421, -5.336)  0.304
C (1.149, 2.684, -1.888)  -1.089
C (0.757, 2.689, -0.433)  0.534
O (0.258, 1.674, 0.052)  -0.257
N (1.031, 3.803, 0.278)  -0.199
C (0.852, 3.933, 1.717)  -0.564
H (0.823, 3.631, -2.332)  0.465
H (0.600, 1.893, -2.389)  0.054
H (2.216, 2.520, -2.024)  0.297
H (1.629, 4.450, -0.208)  0.224
H (0.547, 2.972, 2.116)  -0.058
H (0.152, 4.750, 1.883)  0.304
H (1.818, 4.186, 2.159)  0.320

Summary:
ΔE to the lowest compared entry with this formula, charge and spin   63.9 kJ/mol
HOMO-LUMO gap   8.38 eV
E_HOMO   -8.2 eV

---

No. 4
# C13H31AlB3Br4ClF4LiNO14S3

A structure of composition C13H31AlB3Br4ClF4LiNO14S3 at a distorted geometry (ωB97M-V/def2-TZVPD, the Open Molecules 2025 dataset).

Last column: Mulliken charge in e.
Positions of all 76 atoms, in Å:
O (6.085, -0.014, 1.022)  -0.486
S (5.798, 0.902, -0.147)  0.850
O (6.072, 0.249, -1.475)  -0.641
B (4.034, 1.563, -0.126)  0.241
O (3.091, 1.349, 0.918)  -0.266
B (2.393, 2.632, 1.014)  0.506
O (1.446, 2.865, -0.076)  -0.395
B (2.146, 2.312, -1.207)  0.756
F (1.491, 1.710, -2.321)  -0.194
O (3.598, 2.379, -1.248)  -0.336
C (6.911, 2.409, 0.132)  0.628
F (6.544, 2.900, 1.409)  -0.183
F (6.653, 3.390, -0.840)  -0.187
F (8.256, 2.069, 0.208)  -0.178
H (2.590, 3.423, 1.865)  0.007
Li (-0.239, 1.127, -3.263)  0.865
C (7.764, 1.165, 6.449)  -0.745
S (6.660, 2.081, 5.353)  0.429
O (5.263, 1.838, 5.820)  -0.571
C (6.933, 1.046, 3.898)  0.037
H (7.723, 1.622, 7.438)  0.341
H (7.444, 0.125, 6.516)  0.126
H (8.786, 1.222, 6.067)  0.335
H (6.664, 0.007, 4.114)  0.005
H (7.981, 1.108, 3.598)  0.440
H (6.305, 1.417, 3.092)  -0.281
C (-1.985, -2.053, -0.534)  -0.513
Br (-2.052, -0.959, -2.140)  -0.071
Br (-2.362, -3.910, -0.920)  0.065
Br (-0.310, -1.836, 0.417)  0.001
H (-2.774, -1.696, 0.125)  0.453
O (6.452, -1.674, 5.101)  -0.562
S (5.376, -2.097, 6.038)  1.271
O (5.356, -3.578, 6.065)  -0.652
O (4.084, -1.583, 5.564)  -0.708
O (5.657, -1.575, 7.379)  -0.612
C (-0.421, -5.354, -5.405)  -1.116
C (-0.964, -5.436, -4.003)  0.908
O (-1.102, -4.442, -3.318)  -0.345
C (-1.330, -6.801, -3.482)  -1.317
H (-0.200, -4.312, -5.647)  0.292
H (0.502, -5.934, -5.480)  0.283
H (-1.162, -5.729, -6.114)  0.339
H (-0.439, -7.452, -3.473)  0.375
H (-2.115, -7.241, -4.108)  0.413
H (-1.708, -6.711, -2.463)  0.310
Al (6.894, -3.521, 4.173)  0.362
Br (0.665, -6.916, -1.901)  -0.185
O (1.854, -1.765, 3.639)  -0.534
H (2.488, -1.606, 4.357)  0.425
H (1.224, -2.387, 4.019)  0.287
C (-7.799, 1.582, 0.301)  -0.457
O (-8.180, 1.704, -1.057)  -0.302
C (-8.297, 3.059, -1.494)  -0.845
C (-7.181, 3.393, -2.484)  -0.183
N (-5.885, 3.459, -1.813)  -0.309
C (-4.747, 3.512, -2.729)  -0.686
C (-4.523, 2.297, -3.640)  -0.572
O (-4.146, 1.113, -2.943)  -0.185
C (-5.238, 0.358, -2.428)  -0.734
H (-7.894, 0.512, 0.589)  -0.039
H (-6.752, 1.876, 0.440)  0.275
H (-8.445, 2.177, 0.950)  0.442
H (-8.316, 3.764, -0.658)  0.407
H (-9.256, 3.138, -2.015)  0.410
H (-7.396, 4.356, -2.956)  0.397
H (-7.190, 2.619, -3.260)  0.168
H (-5.776, 2.644, -1.220)  0.019
H (-3.853, 3.635, -2.107)  0.363
H (-4.826, 4.415, -3.344)  0.417
H (-3.677, 2.537, -4.294)  0.305
H (-5.369, 2.105, -4.308)  0.359
H (-6.128, 0.431, -3.057)  0.305
H (-5.464, 0.670, -1.408)  0.263
H (-4.933, -0.689, -2.385)  0.294
Cl (-8.748, -0.994, 1.221)  -0.381

Summary:
HOMO-LUMO gap   1.11 eV
E_HOMO   -7.5 eV

---

Number 1: DFT total energy -3146.7639 Eh. Number 2: DFT total energy -2815.4236 Eh. Number 3: DFT total energy -1661.5977 Eh. Number 4: DFT total energy -14296.6963 Eh.